DFT (wB97M-V/def2-TZVPD) results for a 5-piece molecular cluster, C28H33NO3 overall in a non-equilibrium geometry.

Results
Charge: 0
HOMO level in Ha: -0.315
E_LUMO in eV: 0.415
Structure (SMILES): CCCOOC(N)=O.c1ccccc1.c1ccccc1.c1ccccc1.c1ccccc1
Energy relative to the best compared isomer or geometry (same formula, charge and spin) in kcal per mole: 71.12
Calculated total energy in eV: -37199.9569

Cartesian coordinates (Å):
1 C 5.402 -0.012 2.816
2 H 2.425 2.442 0.021
3 H -4.526 -5.210 -0.774
4 C 2.266 4.597 -0.322
5 C -5.065 -0.469 -0.384
6 C -3.574 -3.381 -1.366
7 H 1.170 0.765 -2.255
8 H 6.118 0.793 2.709
9 H -4.521 -1.881 -3.412
10 H 3.269 3.415 1.204
11 H -2.486 2.667 0.252
12 N -2.787 3.178 1.082
13 H -2.490 2.582 1.854
14 H 5.776 -0.270 4.913
15 H -3.449 -5.256 1.449
16 H -5.439 -2.424 -1.183
17 H -3.636 0.380 -3.867
18 C -2.368 -3.431 1.135
19 C -4.048 1.105 -1.890
20 H -2.493 -1.558 -1.683
21 H -1.420 -1.599 0.545
22 C 3.759 -1.480 1.852
23 C -4.562 0.800 -0.636
24 H 3.767 -3.325 -1.299
25 C 3.128 -0.087 -2.044
26 O -2.363 5.451 1.492
27 O 0.194 5.127 0.935
28 H 0.993 6.384 -0.426
29 H -5.467 -0.707 0.593
30 C -2.701 -2.368 -0.996
31 H 4.939 -1.200 -1.757
32 C -3.240 -4.445 0.764
33 H 4.136 -2.101 5.160
34 H 1.526 3.306 1.302
35 C 4.289 -1.638 4.193
36 C 3.564 -2.073 3.092
37 C 3.858 -1.236 -1.776
38 C 4.676 -0.448 1.716
39 H 0.259 4.932 -1.112
40 H 3.195 -1.817 0.993
41 H 3.063 5.314 -0.107
42 C 0.894 5.300 -0.300
43 C 3.198 -2.432 -1.521
44 C 1.082 -1.329 -1.812
45 H -1.899 -3.450 2.110
46 H 2.427 4.266 -1.356
47 H -3.665 2.098 -2.092
48 C -1.991 4.365 1.155
49 C 1.810 -2.480 -1.544
50 C -4.033 0.141 -2.889
51 H 0.001 -1.363 -1.823
52 C -5.049 -1.434 -1.382
53 H 2.845 -2.875 3.201
54 O -0.719 4.035 0.766
55 C -4.532 -1.129 -2.634
56 H 3.639 0.848 -2.236
57 H -4.578 1.553 0.141
58 C 5.209 -0.608 4.055
59 C -2.099 -2.391 0.255
60 H 4.822 0.019 0.750
61 H -4.043 -3.361 -2.342
62 C 2.356 3.367 0.601
63 C 1.741 -0.133 -2.057
64 C -3.844 -4.420 -0.486
65 H 1.294 -3.411 -1.343

---

DFT (wB97M-V/def2-TZVPD) results for a 2-piece molecular cluster, C6H14O overall in a non-equilibrium geometry.

Results
Charge: 0
HOMO level in Ha: -0.274
E_LUMO in eV: 0.718
Structure (SMILES): C=C(CC)CC.O
Energy relative to the best compared isomer or geometry (same formula, charge and spin) in kcal per mole: 90.73
Calculated total energy in eV: -8492.9578

Cartesian coordinates (Å):
1 H 0.502 1.016 1.042
2 H 1.782 -0.188 2.806
3 C -0.295 1.438 0.419
4 H 0.809 -0.550 -1.974
5 C -1.891 0.005 -1.130
6 H 1.292 -0.582 -0.135
7 H 1.014 2.700 -0.805
8 H -0.392 -2.757 -1.648
9 H -2.214 0.779 -1.805
10 C 0.495 -0.645 -0.906
11 C -0.032 -2.172 -0.810
12 H 2.382 -1.612 3.340
13 C -0.706 0.200 -0.500
14 O 1.813 -1.144 2.729
15 H -0.446 3.555 -0.138
16 H -0.586 2.482 -1.467
17 H -2.424 -0.931 -1.097
18 H 0.779 -2.735 -0.332
19 C -0.058 2.616 -0.526
20 H -0.717 -2.173 0.041
21 H -1.132 1.515 1.136

---

DFT (wB97M-V/def2-TZVPD) results for a single C12H20N4O3 molecule in a non-equilibrium geometry.

Results
Charge: 0
HOMO level in Ha: -0.321
E_LUMO in eV: 0.642
Structure (SMILES): CC(C)C[C@H](NC(=O)[C@@H](N)Cc1c[nH]cn1)C(=O)O
Energy relative to the best compared isomer or geometry (same formula, charge and spin) in kcal per mole: 221.76
Calculated total energy in eV: -24863.6788

Cartesian coordinates (Å):
1 C -1.956 0.989 0.396
2 C 1.666 -3.077 2.631
3 O 3.769 0.516 -0.268
4 C 1.220 -1.209 0.623
5 C -3.635 0.146 -1.229
6 H 2.573 -1.160 2.586
7 N -1.490 2.758 -1.349
8 H 0.666 -3.802 2.387
9 C 2.946 0.790 0.785
10 C 1.520 0.282 0.375
11 H 0.926 0.742 1.145
12 H 0.262 -1.424 0.562
13 N -3.785 -0.997 -1.899
14 N 1.299 0.588 -0.888
15 H 1.659 -0.017 -1.757
16 H -2.512 -2.553 -2.455
17 O -0.323 0.739 -2.539
18 H -0.301 -0.145 2.827
19 H 1.512 0.407 3.467
20 H 1.011 -1.152 4.112
21 H 2.605 -3.900 2.445
22 H -1.601 0.772 1.521
23 H -2.487 2.143 -1.767
24 H -4.280 -1.217 -2.854
25 H 1.815 -3.233 3.653
26 H 1.906 -1.855 0.097
27 C -2.592 -0.043 -0.477
28 C 0.025 0.907 -1.393
29 H -4.534 0.914 -1.030
30 H -0.060 2.214 0.054
31 O 3.182 1.215 1.861
32 H -0.548 3.039 -2.139
33 H -2.886 1.661 0.424
34 C 0.755 -0.615 3.152
35 C -2.583 -1.682 -1.776
36 C -0.942 1.734 -0.537
37 C 1.521 -1.463 2.207
38 H 4.525 1.047 -0.071
39 N -1.872 -1.320 -0.746

---

DFT (wB97M-V/def2-TZVPD) results for C19H21BNOTi as an isolated structure in a non-equilibrium geometry.

Results
Spin multiplicity: 2
Charge: 0
HOMO level (alpha / beta) in Ha: -0.306 / -0.322
E_LUMO (alpha / beta) in eV: -0.321 / -0.313
Calculated total energy in eV: -47370.4699

Cartesian coordinates (Å):
1 H 2.499 -1.543 1.901
2 H -1.638 -1.811 0.392
3 C -0.202 -0.971 -3.071
4 C 0.195 1.546 0.665
5 H -1.106 0.565 7.502
6 H -1.623 -2.714 2.936
7 H -1.855 -1.544 -1.749
8 C 0.592 -1.502 0.703
9 H 0.295 -1.942 -2.938
10 C -0.337 1.119 -4.450
11 C -0.960 1.924 1.432
12 H -1.118 2.668 3.547
13 H 1.048 -1.884 -5.333
14 C 0.080 -0.233 -4.290
15 C -0.216 1.773 -5.676
16 H 0.424 1.636 -7.747
17 O -0.295 -0.158 -1.500
18 C -0.770 -1.839 1.050
19 C 1.418 -1.696 1.855
20 C -0.757 -2.313 2.401
21 H 2.362 1.280 1.247
22 H 0.941 -2.582 3.859
23 C 0.693 -0.850 -5.418
24 C -0.311 -0.072 5.478
25 H 0.940 -1.212 -0.282
26 H -0.192 -1.210 7.440
27 H -2.046 0.114 -2.620
28 C -1.385 -0.658 -2.201
29 C 0.587 -2.230 2.889
30 H -1.978 2.019 1.056
31 H 0.881 0.471 7.335
32 H 1.565 2.202 3.663
33 C -0.500 2.246 2.753
34 C 0.910 2.001 2.814
35 H 1.243 -0.707 -7.509
36 B -0.174 -0.063 7.012
37 C 0.343 1.123 -6.785
38 H -0.568 2.805 -5.781
39 H -0.773 1.624 -3.589
40 C 1.340 1.528 1.532
41 C 0.804 -0.198 -6.643
42 Ti -0.137 -0.040 2.225
43 H 0.213 1.405 -0.411
44 N -0.430 -0.078 4.305

---

DFT (wB97M-V/def2-TZVPD) results for C4H4OS as an isolated structure in a non-equilibrium geometry.

Results
Charge: 0
HOMO level in Ha: -0.327
E_LUMO in eV: -0.514
Energy relative to the best compared isomer or geometry (same formula, charge and spin) in kcal per mole: 162.22
Calculated total energy in eV: -17088.1107

Cartesian coordinates (Å):
1 H -2.252 -2.079 2.463
2 O 1.928 0.339 0.618
3 H -3.075 -2.943 0.632
4 S 0.677 1.507 -1.246
5 C -1.172 -1.341 0.464
6 C 0.868 0.324 -0.190
7 C -0.277 -0.644 0.092
8 H -3.662 -0.585 1.210
9 C -2.569 -1.768 1.268
10 H 1.626 -0.643 0.872

---

DFT (wB97M-V/def2-TZVPD) results for a 5-piece molecular cluster, C24H29N5O4 overall in a non-equilibrium geometry.

Results
Charge: 0
HOMO level in Ha: -0.342
E_LUMO in eV: -0.072
Structure (SMILES): NC[C@H](O)COC(=O)O.c1ccncc1.c1ccncc1.c1ccncc1.c1ccncc1
Energy relative to the best compared isomer or geometry (same formula, charge and spin) in kcal per mole: 182.97
Calculated total energy in eV: -40994.4040

Cartesian coordinates (Å):
1 C -5.673 6.661 -6.363
2 N 7.048 -4.054 2.558
3 H -6.547 7.430 -4.547
4 H -3.551 -1.871 -3.677
5 H -1.962 2.420 1.094
6 C -4.613 4.525 -6.084
7 H 7.867 -2.540 3.694
8 H -1.920 1.449 -1.473
9 H -4.692 5.591 -7.955
10 C -2.665 -0.328 -2.451
11 N -3.734 1.446 -4.331
12 O -0.802 0.052 0.416
13 C -3.896 0.110 -4.443
14 N 4.074 -0.838 1.650
15 H 4.776 -2.694 0.682
16 H -4.738 3.760 -4.072
17 O -1.089 -2.339 0.411
18 C -0.380 -1.149 0.899
19 H -2.009 0.589 4.977
20 C -3.388 -0.808 -3.538
21 N -5.672 5.595 -4.197
22 C -3.269 3.447 4.032
23 C -1.884 1.354 2.965
24 C 6.886 -5.391 2.446
25 H -3.234 4.337 2.074
26 C 7.753 -3.618 3.625
27 H -4.061 3.678 -6.475
28 H -4.465 -0.216 -5.310
29 C -4.987 4.571 -4.751
30 H 3.846 -0.642 2.661
31 C -2.258 1.400 4.298
32 C -2.479 1.043 -2.308
33 C 1.351 -2.440 2.050
34 N -2.943 2.424 4.852
35 C 3.985 -2.355 1.503
36 H 0.542 -3.304 2.202
37 H -2.915 2.960 -3.195
38 O 2.320 -2.347 -0.390
39 H 3.235 -2.359 -0.837
40 H -5.963 7.508 -6.975
41 H -1.435 -2.908 1.160
42 C 7.394 -6.308 3.351
43 C 8.117 -5.828 4.438
44 C -2.944 3.490 2.686
45 H 2.573 -4.058 0.937
46 H 8.532 -6.517 5.168
47 H 1.909 -2.372 3.104
48 C -2.237 2.421 2.145
49 C -3.030 1.882 -3.264
50 H 3.359 -0.381 1.016
51 H 6.318 -5.716 1.579
52 C -5.999 6.618 -5.017
53 C -4.966 5.592 -6.904
54 H 7.231 -7.371 3.212
55 C 2.512 -2.881 0.967
56 O 0.766 -1.112 1.818
57 H -1.332 0.507 2.574
58 H -2.250 -1.017 -1.721
59 H 8.862 -4.051 5.416
60 H 4.240 -2.849 2.533
61 H -3.818 4.259 4.502
62 C 8.303 -4.457 4.581